[1]
26
Properties=species:S:1:pos:R:3 method="wB97M-V/def2-TZVPD" de_lowest_ev=5.993 charge=+1 orbital_gap_ev="6.40 / 6.44" fmax_ev_per_a=4.98
C 1.150 1.370 0.385
C 2.766 -0.468 0.601
C 2.066 -1.264 -0.579
C -0.883 1.996 -0.762
C -1.880 0.970 -0.157
C -0.391 -0.829 -0.823
C -2.126 -1.134 1.036
N 2.124 0.816 0.836
N 0.248 2.274 0.078
N 0.669 -1.638 -0.469
N -1.127 -0.253 0.297
H 2.871 -0.964 1.611
H 3.801 -0.290 0.167
H 2.273 -0.686 -1.487
H 2.762 -2.246 -0.676
H -0.674 1.468 -1.768
H -1.561 2.961 -0.935
H -2.331 1.561 0.698
H -2.475 0.736 -0.947
H -1.045 -1.177 -1.483
H -2.822 -0.487 1.730
H -2.749 -1.654 0.236
H -1.430 -1.874 1.632
H 0.627 3.188 0.278
H 0.518 -2.645 -0.408
H -0.382 0.267 0.911

***

[2]
24
Properties=species:S:1:pos:R:3 method="wB97M-V/def2-TZVPD" de_lowest_ev=3.795 smiles="C1CCCC1.CC(N)=O" orbital_gap_ev=10.39 fmax_ev_per_a=6.33
C 0.637 2.706 0.002
C 0.330 2.492 1.407
C -1.498 -2.654 0.589
C -1.504 -1.495 -0.453
C -0.057 -1.205 -0.728
C 0.837 -2.272 -0.073
C -0.309 -3.436 0.374
H 0.289 3.455 -1.897
H -0.991 4.000 -0.578
H 0.682 1.395 1.409
H -0.652 2.944 1.809
H 1.231 2.898 1.970
H -1.741 -2.059 1.573
H -2.485 -3.209 0.526
H -1.863 -0.611 0.037
H -2.064 -1.715 -1.390
H 0.299 -0.266 -0.418
H 0.313 -1.153 -1.926
H 1.691 -1.931 0.734
H 1.559 -2.753 -0.812
H 0.017 -3.994 1.119
H -0.604 -4.056 -0.603
N 0.053 3.678 -0.760
O 1.667 2.062 -0.367

***

[3]
24
Properties=species:S:1:pos:R:3 method="wB97M-V/def2-TZVPD" de_lowest_ev=2.731 smiles=CC(C)(C)C#N.CCO orbital_gap_ev=10.10 fmax_ev_per_a=4.40
C -0.076 0.966 0.831
C -0.218 2.485 0.803
C -1.372 0.313 0.375
C 0.351 0.465 2.204
C 1.286 0.717 -0.197
N 2.400 0.888 -0.409
H -2.200 0.713 0.961
H 0.472 -0.613 2.211
H 0.717 2.966 1.087
H -1.002 2.798 1.500
H -0.497 2.832 -0.191
H -1.386 -0.754 0.552
H -1.588 0.548 -0.668
H -0.418 0.713 2.943
H 1.287 0.927 2.510
C 0.470 -1.477 -1.990
C 0.297 -2.372 -0.796
O -0.752 -1.282 -2.652
H -0.587 -0.904 -3.521
H 1.256 -1.816 -2.675
H 0.794 -0.398 -1.453
H -0.748 -2.488 -0.521
H 0.741 -3.346 -0.973
H 0.768 -1.879 0.067

***

[4]
25
Properties=species:S:1:pos:R:3 method="wB97M-V/def2-TZVPD" de_lowest_ev=2.015 smiles="C=C[P@](=O)(CO)C(C)(C)C" orbital_gap_ev=10.44 fmax_ev_per_a=5.60
C -2.568 -1.325 0.198
C -1.818 -0.577 -0.547
C 1.225 -0.464 -1.481
C 2.130 0.456 0.740
C 0.923 -1.696 0.631
C -0.665 2.239 -0.283
C 0.970 -0.321 0.030
O -1.243 0.482 1.950
O -1.960 2.666 0.004
P -0.671 0.532 0.409
H -3.160 -1.975 -0.285
H -2.604 -1.076 1.221
H -1.787 -0.516 -1.579
H 2.197 -0.970 -1.592
H 0.639 -1.309 -2.007
H 1.071 0.420 -2.089
H 3.027 0.364 0.049
H 2.148 0.234 1.808
H 1.953 1.581 0.673
H 0.775 -1.427 1.730
H 0.083 -2.304 0.071
H 1.899 -2.266 0.694
H 0.147 2.982 0.215
H -0.470 2.224 -1.337
H -2.242 2.046 0.779

***

[5]
23
Properties=species:S:1:pos:R:3 method="wB97M-V/def2-TZVPD" de_lowest_ev=2.903 smiles="CCCCC.C=C" orbital_gap_ev=10.96 fmax_ev_per_a=5.59
C -0.917 1.769 -1.500
C -1.107 1.104 -0.144
C -0.713 -0.345 -0.130
C -0.803 -1.035 1.177
C -0.378 -2.502 1.024
C 2.111 1.083 -0.597
C 2.008 0.144 0.343
H 0.186 1.708 -1.782
H -1.499 1.290 -2.355
H -1.087 2.853 -1.476
H -2.137 1.268 0.211
H -0.464 1.613 0.599
H -1.285 -0.896 -0.903
H 0.335 -0.268 -0.515
H -1.847 -1.029 1.528
H -0.111 -0.571 1.939
H 0.554 -2.549 0.395
H -0.158 -2.998 2.010
H -1.183 -3.086 0.451
H 1.367 1.622 -0.924
H 3.080 1.439 -0.945
H 1.137 -0.256 0.829
H 2.910 -0.354 0.766